Arrangement a

ORCA calculation (wB97M-V/def2-TZVPD) on C4H13N3 in the gas phase.

Computed properties:
2S+1: 1
SMILES string: CNCCNCN
Net charge: 0
Frontier orbital gap in Ha: 0.3467
Molar mass in Da: 103.2
HOMO level in eV: -8.28

XYZ file:
```
20
C4H13N3 | the Open Molecules 2025 dataset | wB97M-V/def2-TZVPD
C -1.6329 1.2613 -2.6321
N -1.0006 0.7607 -1.4232
C 0.3125 0.1402 -1.6109
C 1.0832 0.1095 -0.2683
N 0.2384 -0.3206 0.8401
C 0.9693 -0.7857 1.9781
N 0.0522 -1.2171 3.0503
H -2.0911 0.5831 -3.3838
H -0.8627 1.8026 -3.2041
H -2.3499 2.0248 -2.3297
H -1.5798 0.0011 -1.0785
H 0.2659 -0.8469 -2.0697
H 0.9693 0.7383 -2.2582
H 1.4880 1.0914 -0.0474
H 1.7992 -0.6820 -0.4823
H -0.5472 0.2885 0.9983
H 1.6241 0.0151 2.3908
H 1.6125 -1.5975 1.6115
H -0.1337 -0.4409 3.6773
H 0.5705 -1.9095 3.5823
```

Arrangement b

ORCA calculation (wB97M-V/def2-TZVPD) on a molecular structure, C4H13N3.

Computed properties:
2S+1: 1
Net charge: 0
Frontier orbital gap in Ha: 0.3108
Molar mass in Da: 103.2
HOMO level in eV: -7.43

XYZ file:
```
20
C4H13N3 | the Open Molecules 2025 dataset | wB97M-V/def2-TZVPD
C 0.5460 0.4540 -0.3601
C 1.7708 0.0832 0.4445
C 0.7770 -0.2997 -2.2173
C -2.1801 -0.9315 1.7708
N -0.6041 -0.2931 -0.3598
N -0.9635 -0.1745 1.5025
N 0.3209 1.8007 -0.4961
H -0.4049 -1.2886 -0.3671
H -1.2018 0.8030 1.6894
H 1.1076 2.4289 -0.5265
H -0.5982 2.0330 -0.8469
H 2.6552 0.6325 0.1129
H 1.9474 -0.9916 0.3888
H 1.5896 0.3329 1.4926
H 0.0747 -0.9854 -2.6863
H 1.7598 -0.7576 -2.1100
H 0.8691 0.5784 -2.8514
H -2.0021 -1.9862 1.5086
H -2.4889 -0.8629 2.8247
H -2.9745 -0.5754 1.0865
```

Quick one: most stable of them? arrangement a

Arrangement a

ORCA calculation (wB97M-V/def2-TZVPD) on 3 unconnected molecules or ions with the total composition C4H13N3.

Computed properties:
2S+1: 1
Net charge: 0
Frontier orbital gap (spin up / spin down) in Ha: 0.2944 / 0.2294
Molar mass in Da: 103.2
HOMO level (spin up / spin down) in eV: -7.07 / -5.71

XYZ file:
```
20
C4H13N3 | the Open Molecules 2025 dataset | wB97M-V/def2-TZVPD
C -1.8211 1.1643 -0.2203
C -2.1936 -1.0778 0.4783
N -1.5380 -0.2254 -0.4887
H 0.1211 0.0789 -0.9384
H -2.8930 1.3752 -0.3363
H -1.4990 1.4968 0.7862
H -3.2854 -1.0083 0.3759
H -1.9081 -2.1205 0.3229
H -1.3260 1.7828 -0.9748
H -1.9732 -0.8016 1.5238
N 0.6016 -0.7121 -0.2741
N 0.7726 -0.8157 1.1165
C 2.4126 -0.1424 -0.9021
C 2.8939 1.0021 -0.4493
H 0.5912 -1.5728 -0.7889
H 0.2081 -0.1017 1.5649
H 1.7453 -0.6585 1.3590
H 2.8936 -0.7360 -1.6769
H 3.8115 1.4779 -0.7907
H 2.3858 1.5947 0.3131
```

Arrangement b

ORCA calculation (wB97M-V/def2-TZVPD) on C4H13N3 in the gas phase.

Computed properties:
2S+1: 1
SMILES string: NCCNCCN
Net charge: 0
Frontier orbital gap in Ha: 0.3622
Molar mass in Da: 103.2
HOMO level in eV: -8.82

XYZ file:
```
20
C4H13N3 | the Open Molecules 2025 dataset | wB97M-V/def2-TZVPD
N 0.7469 -0.8368 -3.0116
C -0.0338 0.2740 -2.4029
C -0.7013 -0.1294 -1.0842
N -0.1897 0.7510 -0.0033
C -0.8511 0.4931 1.2779
C 0.1247 0.5512 2.4305
N 0.9273 -0.6533 2.5849
H 1.0071 -1.4905 -2.2888
H 1.5355 -0.4755 -3.5252
H -0.7980 0.5296 -3.1253
H 0.5958 1.1277 -2.1803
H -1.7471 0.1342 -1.1657
H -0.6158 -1.1752 -0.7877
H 0.7964 0.5264 0.0934
H -1.7641 1.1025 1.3368
H -1.3439 -0.4729 1.2871
H 0.7574 1.4382 2.4690
H -0.4612 0.5939 3.3519
H 1.6266 -0.8329 1.8859
H 0.3881 -1.4555 2.8575
```

Arrangement c

ORCA calculation (wB97M-V/def2-TZVPD) on 2 unconnected molecules or ions with the total composition C4H13N3.

Computed properties:
2S+1: 1
SMILES string: C=NC.CCNN
Net charge: 0
Frontier orbital gap in Ha: 0.3325
Molar mass in Da: 103.2
HOMO level in eV: -7.99

XYZ file:
```
20
C4H13N3 | the Open Molecules 2025 dataset | wB97M-V/def2-TZVPD
C -2.6560 0.7630 -1.3702
N -2.0482 -0.1032 -0.6938
C -2.2291 -0.0556 0.7093
H -2.4053 0.8124 -2.4570
H -3.4072 1.4706 -1.0414
H -2.9441 0.8050 0.9639
H -2.5612 -1.1320 1.0627
H -1.3126 0.1567 1.2942
C 1.7516 1.2035 1.0445
C 2.0654 0.0215 0.1565
N 0.9580 -0.8221 -0.1151
N 1.4465 -1.9699 -0.9335
H 0.9802 1.7119 0.4955
H 1.3257 0.8535 2.0327
H 2.5765 1.7932 1.2162
H 2.6378 0.4200 -0.8165
H 2.7421 -0.7187 0.6650
H 0.3153 -0.2226 -0.7751
H 0.6882 -2.5029 -1.1792
H 2.0763 -2.4843 -0.2587
```

Quick one: most stable of them? arrangement b

Arrangement a

ORCA calculation (wB97M-V/def2-TZVPD) on C7H10O in the gas phase.

Computed properties:
2S+1: 1
SMILES string: C1=C[C@@H]2CC[C@@H](C1)O2
Net charge: 0
Frontier orbital gap in Ha: 0.3649
Molar mass in Da: 110.2
HOMO level in eV: -8.82

XYZ file:
```
18
C7H10O | the Open Molecules 2025 dataset | wB97M-V/def2-TZVPD
C 0.8607 -0.1956 -1.6950
C -0.4510 -0.0069 -1.5944
C -1.2392 -0.4204 -0.3295
C -1.4124 0.6259 0.9977
C -0.0185 0.3665 1.8914
C 0.6816 -0.1596 0.6278
C 1.7916 -0.5767 -0.4104
O -0.2479 -1.1714 0.4310
H 1.2990 0.2548 -2.6650
H -0.9815 0.3738 -2.5363
H -2.1297 -0.9526 -0.7145
H -1.5683 1.7418 0.6659
H -2.4213 0.3258 1.4492
H 0.4920 1.2746 2.1817
H -0.0324 -0.5706 2.5879
H 0.4440 0.7395 0.0021
H 2.7770 -0.0856 -0.4135
H 2.1566 -1.5633 -0.4762
```

Arrangement b

ORCA calculation (wB97M-V/def2-TZVPD) on 2 unconnected molecules or ions with the total composition C7H10O.

Computed properties:
2S+1: 1
Net charge: 0
Frontier orbital gap in Ha: 0.1278
Molar mass in Da: 110.2
HOMO level in eV: -6.38

XYZ file:
```
18
C7H10O | the Open Molecules 2025 dataset | wB97M-V/def2-TZVPD
O -3.2985 -2.2375 1.6955
C -2.9907 -1.3335 0.7548
C -1.3237 -1.7295 0.6068
C -1.8447 -0.3538 1.0035
C 2.7893 0.7327 -0.8654
C 3.9667 1.3427 -0.6901
C 0.3172 1.4099 -0.6735
C 1.4531 0.4517 -0.7610
H -3.6558 -0.9151 -0.0369
H -0.6557 -1.5658 -0.2089
H -1.4079 -2.6538 1.1294
H -1.9322 0.4385 0.2240
H -1.7913 0.0858 2.0273
H 4.8190 0.8328 -0.2595
H 4.3319 2.2749 -1.2992
H -0.2111 1.4067 -1.5530
H 0.4792 2.3487 -0.0237
H 0.9551 -0.5353 -1.0701
```

Arrangement c

ORCA calculation (wB97M-V/def2-TZVPD) on C7H10O in the gas phase.

Computed properties:
2S+1: 1
SMILES string: O[C@@H]1[C@H]2[C@H]3C[C@H](C3)[C@@H]12
Net charge: 0
Frontier orbital gap in Ha: 0.3711
Molar mass in Da: 110.2
HOMO level in eV: -9.21

XYZ file:
```
18
C7H10O | the Open Molecules 2025 dataset | wB97M-V/def2-TZVPD
O 2.8793 -0.0411 -0.0194
C 1.5310 0.2691 -0.4789
C 0.7715 -0.2072 0.5667
C -0.7357 0.5395 0.8038
C -1.5513 -0.8482 0.4560
C -0.9400 -0.5089 -0.9810
C -1.0381 1.1528 -0.5477
C 0.6624 -0.8049 -0.7986
H 2.9527 0.2829 1.0040
H 1.3959 1.3571 -0.8168
H 1.2675 -0.6433 1.3927
H -0.7734 1.0992 1.8806
H -1.2287 -1.6296 1.1670
H -2.6834 -0.8427 0.3989
H -1.3870 -1.1563 -1.8361
H -1.9127 1.8004 -0.6910
H -0.3001 2.0034 -0.8887
H 1.0900 -1.8222 -0.6116
```

Arrangement d

ORCA calculation (wB97M-V/def2-TZVPD) on C7H10O in the gas phase.

Computed properties:
2S+1: 1
SMILES string: C1=C\CCOC\C=C/1
Net charge: 0
Frontier orbital gap in Ha: 0.3290
Molar mass in Da: 110.2
HOMO level in eV: -8.66

XYZ file:
```
18
C7H10O | the Open Molecules 2025 dataset | wB97M-V/def2-TZVPD
C 1.3269 0.9193 0.1415
C 2.0424 -0.1903 0.0273
C 1.3241 -1.5788 -0.0630
C -0.1721 -1.1380 -0.1207
O -1.5978 -1.4858 -0.0615
C -2.1785 -0.1843 0.2259
C -1.3150 1.0770 -0.2773
C -0.0399 1.5528 -0.1404
H 2.0536 1.8132 0.2371
H 3.1672 0.1338 0.2684
H 1.4492 -1.6965 -1.2880
H 1.9826 -2.4150 0.4484
H -0.2301 -0.3786 0.6774
H -0.2594 -0.4657 -0.8693
H -2.1991 -0.1272 1.5609
H -3.3791 -0.3362 -0.2593
H -2.0248 1.9545 -0.5616
H 0.0496 2.5457 0.0545
```

Quick one: most stable of them? arrangement a

Arrangement a

ORCA calculation (wB97M-V/def2-TZVPD) on 2 unconnected molecules or ions with the total composition C2HNO.

Computed properties:
2S+1: 1
Net charge: 0
Frontier orbital gap in Ha: 0.5100
Molar mass in Da: 55.0
HOMO level in eV: -12.85

XYZ file:
```
5
C2HNO | the Open Molecules 2025 dataset | wB97M-V/def2-TZVPD
C 1.4388 0.1735 0.0182
C -2.5969 -0.0342 -0.0368
N 0.8039 1.0511 0.3168
O -1.6830 -0.6511 -0.0358
H 2.0373 -0.5393 -0.2624
```

Arrangement b

ORCA calculation (wB97M-V/def2-TZVPD) on 2 unconnected molecules or ions with the total composition C2HNO.

Computed properties:
2S+1: 1
Net charge: 0
Frontier orbital gap in Ha: 0.5047
Molar mass in Da: 55.0
HOMO level in eV: -12.88

XYZ file:
```
5
C2HNO | the Open Molecules 2025 dataset | wB97M-V/def2-TZVPD
C 1.5828 0.2315 -0.0355
C -1.8232 0.0661 -0.1244
N 2.3268 -0.5871 -0.1477
O -2.7977 -0.4958 -0.0659
H 0.7114 0.7853 0.3735
```

Quick one: most stable of them? arrangement b

Arrangement a

ORCA calculation (wB97M-V/def2-TZVPD) on C4H9NO2S in the gas phase.

Computed properties:
2S+1: 1
SMILES string: CCONC(=O)SC
Net charge: 0
Frontier orbital gap in Ha: 0.3688
Molar mass in Da: 135.2
HOMO level in eV: -9.32

XYZ file:
```
17
C4H9NO2S | the Open Molecules 2025 dataset | wB97M-V/def2-TZVPD
C -2.8942 0.1841 0.3048
C -1.8214 -0.7531 -0.1188
O -0.8233 -0.2734 -1.1188
N -0.1601 0.7844 -0.5069
C 1.2120 0.7346 -0.3771
O 1.9186 1.7423 -0.2436
S 1.8564 -0.9293 -0.4386
C 3.4483 -0.3614 0.2285
H -2.6978 1.3211 0.3260
H -3.1722 -0.2540 1.4905
H -4.0064 0.0159 -0.3990
H -1.0959 -1.0943 0.6021
H -2.3784 -1.7069 -0.5672
H -0.6055 1.6457 -0.6652
H 4.2172 -0.1424 -0.6082
H 3.8356 -1.3093 0.9959
H 3.1671 0.3960 1.0956
```

Arrangement b

ORCA calculation (wB97M-V/def2-TZVPD) on 2 unconnected molecules or ions with the total composition C4H9NO2S.

Computed properties:
2S+1: 1
SMILES string: CCC#N.COSO
Net charge: 0
Frontier orbital gap in Ha: 0.3333
Molar mass in Da: 135.2
HOMO level in eV: -8.27

XYZ file:
```
17
C4H9NO2S | the Open Molecules 2025 dataset | wB97M-V/def2-TZVPD
C 2.0321 0.0960 -1.1825
C 2.2325 0.5876 0.3129
C 1.1628 1.5281 0.7465
N 0.3997 2.2613 1.1423
H 1.2162 -0.6093 -1.2081
H 2.8826 -0.5096 -1.5810
H 2.0840 0.9781 -1.9414
H 3.3027 0.9235 0.5592
H 2.0090 -0.3102 1.0092
C -2.2477 -1.8724 0.2923
O -1.3294 -0.7858 0.1949
S -1.6380 0.5805 -0.6247
O -2.4995 1.4172 0.4745
H -3.0468 -1.7780 -0.4296
H -2.8382 -1.8746 1.2394
H -1.6350 -2.8573 0.2577
H -2.0871 2.2248 0.7385
```

Arrangement c

ORCA calculation (wB97M-V/def2-TZVPD) on C4H9NO2S in the gas phase.

Computed properties:
2S+1: 1
SMILES string: N[C@H](CCS)C(=O)O
Net charge: 0
Frontier orbital gap in Ha: 0.3678
Molar mass in Da: 135.2
HOMO level in eV: -9.43

XYZ file:
```
17
C4H9NO2S | the Open Molecules 2025 dataset | wB97M-V/def2-TZVPD
N -0.8854 0.6029 -1.3002
C -0.6612 0.1310 0.0990
C 0.8253 -0.3775 0.2426
C 1.8535 0.6624 -0.2492
S 1.7940 2.3174 0.8067
C -1.4077 -1.1574 0.3568
O -1.0094 -2.1701 0.9263
O -2.7741 -1.2955 -0.1035
H -0.2627 1.4172 -1.5342
H -0.9231 -0.1018 -2.0116
H -0.8885 0.8139 0.8854
H 0.9435 -0.5843 1.2423
H 1.0806 -1.3871 -0.2779
H 2.9044 0.1710 -0.2251
H 1.6779 1.0141 -1.2877
H 1.0036 1.8551 1.8733
H -3.2707 -1.9113 0.5570
```

Arrangement d

ORCA calculation (wB97M-V/def2-TZVPD) on 2 unconnected molecules or ions with the total composition C4H9NO2S.

Computed properties:
2S+1: 1
Net charge: 0
Frontier orbital gap (spin up / spin down) in Ha: 0.2983 / 0.2983
Molar mass in Da: 135.2
HOMO level (spin up / spin down) in eV: -9.35 / -9.35

XYZ file:
```
17
C4H9NO2S | the Open Molecules 2025 dataset | wB97M-V/def2-TZVPD
C -1.2270 0.0466 -1.1571
C -0.9510 -1.3848 0.9236
C -0.6381 -0.0364 0.2351
C 0.8439 0.2619 0.1690
N 1.3108 1.5526 -0.1108
O 2.5244 1.7366 -0.2318
O 0.5312 2.4928 -0.0172
S 1.9506 -1.0037 -0.4560
H -1.3845 -0.9316 -1.5543
H -0.5436 0.5733 -1.7867
H -2.0667 0.8188 -1.2054
H -0.3800 -2.2762 0.8580
H -1.2190 -1.2213 1.9439
H -1.9269 -1.7360 0.3850
H -1.0612 0.6589 0.9585
H 1.3594 0.5633 1.8349
H 2.8777 -0.1150 -0.7886
```

Quick one: most stable of them? arrangement c

Arrangement a

ORCA calculation (wB97M-V/def2-TZVPD) on a gas-phase ion, C3H8NOS (charge +1).

Computed properties:
2S+1: 1
SMILES string: [NH3+][C@H](C=O)CS
Net charge: +1
Frontier orbital gap in Ha: 0.3427
Molar mass in Da: 106.2
HOMO level in eV: -13.49

XYZ file:
```
14
C3H8NOS | the Open Molecules 2025 dataset | wB97M-V/def2-TZVPD
N 1.1536 0.8576 -0.6643
C -0.0762 -0.0155 -0.4430
C -1.2789 0.9140 -0.5422
O -1.2109 1.9471 -1.1421
C 0.0114 -0.7038 0.9058
S -0.9961 -2.2044 0.7825
H 1.1330 1.3678 -1.5516
H 1.3185 1.5418 0.0802
H 1.9750 0.2485 -0.6476
H -0.0445 -0.6861 -1.3053
H -2.2092 0.5417 -0.0827
H 1.0401 -0.8625 1.2161
H -0.4053 -0.0208 1.6479
H -0.4104 -2.9252 1.7462
```

Arrangement b

ORCA calculation (wB97M-V/def2-TZVPD) on a gas-phase ion, C3H8NOS (charge +1).

Computed properties:
2S+1: 1
SMILES string: S[NH2+]C[C@@H]1CO1
Net charge: +1
Frontier orbital gap in Ha: 0.3614
Molar mass in Da: 106.2
HOMO level in eV: -14.68

XYZ file:
```
14
C3H8NOS | the Open Molecules 2025 dataset | wB97M-V/def2-TZVPD
S -1.9168 0.0599 2.3489
N -0.4458 -0.1412 1.2340
C -0.3138 0.6604 -0.0361
C 0.7778 -0.1481 -0.8136
C 1.0307 0.0097 -2.2388
O 0.4079 -1.1875 -1.6946
H -2.4280 -1.2848 2.1853
H -0.4546 -1.1499 1.0234
H 0.5563 0.0405 1.5626
H 0.1702 1.5329 0.2196
H -1.2480 0.6677 -0.6864
H 1.5151 -0.5645 -0.1309
H 0.5354 0.6130 -2.9970
H 2.0727 -0.2266 -2.4985
```

Quick one: most stable of them? arrangement a